{
  "formula": "C30H18BaBr3N5O4S",
  "method": "wB97M-V/def2-TZVPD",
  "species": ["Ba", "Br", "C", "C", "C", "C", "O", "C", "C", "N", "C", "C", "C", "C", "C", "C", "C", "C", "N", "C", "C", "H", "H", "H", "H", "H", "H", "H", "H", "H", "H", "Br", "C", "C", "C", "Br", "C", "C", "C", "C", "N", "C", "C", "O", "H", "H", "H", "H", "O", "C", "C", "C", "C", "O", "N", "H", "H", "H", "H", "S", "C", "N"],
  "positions_angstrom": [[-0.83773, 0.40668, -0.28950], [0.14963, -0.01736, 7.58487], [-0.11152, 0.46240, 5.75963], [-1.07726, 1.41881, 5.42604], [-1.26401, 1.78182, 4.12108], [-0.49807, 1.21589, 3.05076], [-0.64926, 1.61743, 1.86513], [0.48024, 0.21167, 3.42263], [1.35158, -0.50920, 2.52086], [1.41758, -0.47574, 1.23753], [2.42786, -1.18004, 0.55494], [3.65834, -1.40688, 1.14028], [4.70355, -2.05095, 0.46052], [4.53590, -2.45707, -0.83066], [3.30097, -2.24513, -1.48055], [3.09559, -2.65630, -2.82073], [1.87543, -2.51194, -3.39549], [0.84173, -1.93118, -2.62867], [1.01927, -1.47628, -1.41558], [2.22523, -1.62234, -0.80070], [0.64094, -0.12688, 4.77954], [-1.67648, 1.86984, 6.20770], [-2.01345, 2.51338, 3.84985], [2.03741, -1.17723, 3.05985], [3.84249, -1.02840, 2.13657], [5.64857, -2.20427, 0.96748], [5.33759, -2.94187, -1.37531], [3.91915, -3.11346, -3.35704], [1.65225, -2.86038, -4.39325], [-0.13876, -1.81118, -3.07498], [1.38011, -0.87386, 5.04651], [-6.38897, 0.42824, 0.37282], [-5.28850, -0.79489, 1.31518], [-5.88566, -1.63481, 2.25146], [-5.13532, -2.51631, 2.97897], [-6.01258, -3.62254, 4.26108], [-3.74017, -2.61934, 2.76737], [-2.90411, -3.53568, 3.44176], [-1.58302, -3.61970, 3.10986], [-1.08867, -2.77571, 2.10206], [-1.82182, -1.88103, 1.48928], [-3.13518, -1.77161, 1.80265], [-3.90351, -0.76106, 1.06536], [-3.34472, 0.03742, 0.26840], [-6.95566, -1.57807, 2.39946], [-3.32977, -4.17026, 4.20716], [-0.91703, -4.32111, 3.59425], [-0.05272, -2.85184, 1.78780], [-0.30505, 4.94476, -1.53543], [-0.88230, 4.06269, -2.14910], [-1.81492, 4.36954, -3.32672], [-2.30772, 3.00213, -3.74965], [-1.55395, 2.05666, -2.81592], [-1.66829, 0.83114, -2.89646], [-0.77593, 2.71821, -1.91901], [-1.23592, 4.88632, -4.09330], [-2.59544, 5.05200, -2.99142], [-2.08556, 2.73121, -4.78227], [-3.37660, 2.84605, -3.59722], [-0.11377, -5.12902, -2.90316], [-0.70360, -4.86842, -4.43928], [-1.11391, -4.69098, -5.51592]],
  "forces_ev_per_a": [[-0.3, -0.2, -0.4], [0.0, 0.0, 0.1], [0.1, -0.1, -0.1], [-0.1, 0.1, 0.0], [0.0, -0.1, 0.1], [0.6, -0.1, 0.0], [0.0, 0.1, 0.3], [-0.2, 0.0, 0.0], [0.2, -0.1, -0.1], [-0.4, 0.2, -0.3], [0.2, -0.1, 0.3], [0.0, 0.1, -0.1], [0.0, 0.0, 0.0], [0.0, 0.0, 0.0], [0.0, 0.1, 0.1], [-0.1, 0.0, -0.1], [0.0, -0.1, 0.0], [0.2, 0.2, 0.0], [-0.3, 0.2, 0.4], [0.3, -0.3, 0.0], [-0.1, 0.0, 0.1], [0.0, 0.0, 0.0], [0.0, 0.0, 0.0], [0.0, 0.0, 0.0], [0.0, 0.0, 0.0], [0.0, 0.0, 0.0], [0.0, 0.0, 0.0], [0.0, 0.0, 0.0], [0.0, 0.0, 0.0], [-0.1, 0.0, 0.1], [0.0, 0.0, 0.0], [0.0, 0.0, 0.0], [0.1, 0.1, 0.1], [0.0, 0.0, 0.0], [0.0, 0.1, 0.0], [0.0, 0.0, 0.0], [0.0, 0.0, 0.0], [0.0, 0.0, 0.0], [0.0, 0.0, 0.0], [0.1, 0.0, 0.0], [0.0, 0.2, -0.1], [-0.1, -0.1, 0.0], [-0.1, -0.1, 0.0], [0.0, 0.0, -0.1], [0.0, 0.0, 0.0], [0.0, 0.0, 0.0], [0.0, 0.0, 0.0], [0.0, 0.0, 0.0], [0.0, 0.0, 0.0], [0.3, 0.2, 0.2], [0.0, 0.0, 0.0], [-0.1, -0.1, -0.1], [0.1, 0.5, -0.2], [0.1, -0.2, 0.1], [-0.4, -0.3, -0.4], [0.0, 0.0, 0.0], [0.0, 0.0, 0.0], [0.0, 0.0, 0.0], [0.0, 0.0, 0.0], [0.0, -0.1, 0.0], [0.0, -0.1, 0.0], [0.1, 0.1, -0.1]],
  "gap_ev": 6.09,
  "largest_force_ev_per_a": 0.6,
  "total_charge": -2,
  "total_energy_ev": -268707.461
}